# 1
77
Properties=species:S:1:pos:R:3:lowdin_charge:R:1 method="wB97M-V/def2-TZVPD" total_charge=+2 fmax_ha_per_bohr=0.283 homo_ev="-12.9 / -13.1" total_energy_ha=-3174.21060 multiplicity=5
Ho 0.0000 0.0000 0.0000 1.097
P -2.0828 0.5173 0.0409 0.845
P 0.0961 -0.3056 -2.1490 0.856
O 2.6956 -0.7029 1.5339 -0.002
C -1.4976 4.1192 1.9176 -0.046
C -3.8210 3.5418 2.2465 -0.029
C -3.0176 0.8835 -1.4915 -0.347
C -2.3651 2.0414 1.0245 -0.347
C -3.2697 -2.5634 2.4679 -0.043
C -1.3001 2.9274 1.2207 -0.115
C 4.6759 -0.9087 -2.4671 -0.030
C -1.2091 1.9866 -5.3556 -0.045
C 2.5220 -1.4625 -1.5267 -0.117
C -0.2209 -2.2916 -4.1586 -0.068
C -4.6397 -2.6777 2.2271 -0.032
C -3.6278 2.3535 1.5455 -0.048
C -5.2565 -1.8249 1.3109 -0.030
C -1.5112 -4.3099 -3.8279 -0.035
C 1.1318 -0.0925 3.1907 -0.088
C -0.3081 1.0422 -3.3168 -0.353
C -0.7817 3.2553 -4.9687 -0.043
C -3.1582 2.2067 -1.9324 -0.071
C 3.9013 -1.6485 -1.5716 -0.038
C -1.8292 -3.8969 -2.5338 -0.046
C -2.7575 4.4283 2.4301 -0.032
C -1.3520 -2.6768 -2.0558 -0.120
C -2.5147 -1.6074 1.7904 -0.101
C -4.3702 1.4517 -3.8834 -0.054
C -4.5066 -0.8632 0.6344 -0.079
C -0.6996 -3.5101 -4.6365 -0.033
C 0.0951 2.3281 -2.9195 -0.121
C 2.6859 0.2116 -3.2701 -0.059
C 4.0662 0.0166 -3.3160 -0.038
C -0.9730 0.8822 -4.5354 -0.064
C 1.5570 -0.3399 1.7806 -0.500
C 1.9020 -0.5276 -2.3749 -0.348
C -0.1314 3.4257 -3.7438 -0.049
C -3.8296 2.4869 -3.1204 -0.046
C -3.5480 -0.1521 -2.2748 -0.104
C -0.5640 -1.8547 -2.8707 -0.331
C -3.1270 -0.7489 0.8658 -0.344
C -4.2241 0.1307 -3.4595 -0.047
H 2.2178 0.9385 -3.9264 0.109
H -2.9100 5.3522 2.9812 0.124
H -4.8007 3.7730 2.6558 0.124
H 4.3709 -2.3679 -0.9069 0.126
H 0.1896 4.4146 -3.4286 0.120
H 0.5767 2.4496 -1.9513 0.098
H -2.7467 3.0170 -1.3393 0.112
H 0.2875 -0.7630 3.4477 0.073
H 1.9701 -0.2833 3.8942 0.104
H -6.0801 0.0007 -6.6522 0.028
H -1.3241 -0.0981 -4.8380 0.104
H 5.7519 -1.0528 -2.5031 0.123
H -0.3188 2.6563 0.8395 0.074
H -0.6635 4.7980 2.0710 0.121
H -1.8797 -5.2611 -4.2017 0.122
H -6.3231 -1.9072 1.1201 0.124
H -4.9947 -0.2085 -0.0808 0.114
H -4.6357 -0.6832 -4.0499 0.115
H -3.4462 -1.1816 -1.9512 0.095
H -5.2255 -3.4284 2.7507 0.124
H -4.8965 1.6732 -4.8075 0.086
H -5.9309 0.7178 -6.7794 0.019
H -3.9269 3.5167 -3.4516 0.122
H -0.4317 -3.8426 -5.6356 0.123
H -0.9655 4.1117 -5.6114 0.122
H -1.7357 1.8529 -6.2966 0.124
H -1.4471 -1.5098 1.9741 0.070
H -4.4568 1.6652 1.4130 0.109
H 0.4360 -1.6882 -4.7791 0.121
H 1.9140 -2.0428 -0.8342 0.096
H -1.5658 -2.3518 -1.0398 0.071
H -2.7843 -3.2210 3.1835 0.122
H -2.4404 -4.5264 -1.8930 0.120
H 0.8041 0.9627 3.2929 0.083
H 4.6674 0.5912 -4.0153 0.121


# 2
58
Properties=species:S:1:pos:R:3:lowdin_charge:R:1 method="wB97M-V/def2-TZVPD" total_charge=+1 fmax_ha_per_bohr=0.123 homo_ev=-11.6 total_energy_ha=-1375.18681 e_above_lowest_kcal_mol=146.8
O 0.1582 0.3449 2.1363 -0.106
O 2.9754 0.7595 1.2868 -0.025
O 0.2570 -1.8281 -4.3549 -0.031
O 1.3073 -2.7361 -0.5417 -0.050
O 3.3859 -1.3961 -1.8604 0.027
O 0.6647 4.3344 1.7393 -0.024
O -0.1488 -1.9116 3.6855 -0.022
O -3.4724 -0.4926 1.2425 -0.088
O -0.3920 -3.9516 0.9137 -0.099
O -2.8388 -1.1858 -2.4706 -0.069
O -2.0437 4.2949 2.1398 -0.038
O -2.2008 -2.4781 -0.0001 -0.189
O 2.3137 -2.8774 1.8995 -0.086
O 3.8768 1.0028 -0.6630 -0.083
N -3.0123 1.6138 -0.6133 0.168
N -0.5869 -0.1123 -0.4531 0.190
C 2.5825 0.7975 -0.0967 -0.419
C 0.6628 1.9791 -1.3993 -0.139
C -1.6634 2.0114 -0.8686 -0.114
C 1.7622 2.0683 -0.3279 -0.134
C -0.5265 1.1983 -0.8230 -0.265
H -1.5021 3.8393 2.7016 -0.033
H 0.2328 -0.6000 -0.5059 0.040
H 2.5363 2.8860 -0.5719 0.147
H 0.4141 -3.6383 0.3293 0.040
H 0.5531 2.8709 -1.9742 0.104
H -0.9923 -2.1153 3.4512 -0.026
H -0.8485 0.3865 2.3068 0.076
H 2.5555 -1.9149 2.0483 0.067
H 2.2009 -0.2384 -0.3722 0.134
H -3.4361 2.0136 0.2531 0.177
H -2.9768 -0.6564 -3.2166 0.000
H -0.2811 -2.5911 -4.5657 0.035
H 3.7809 -2.0204 -2.4291 0.053
H -1.8520 3.9581 1.1991 0.062
H -3.0333 0.6578 -0.5907 0.050
H -0.1483 -3.6734 1.8507 0.067
H -1.5693 3.1592 -1.0647 0.150
H 1.5474 -2.9881 2.5215 0.022
H 3.8708 1.1086 1.3636 0.103
H 1.2024 -2.4504 -1.4396 0.044
H -4.3057 -0.5760 0.7529 0.057
H -1.5805 -3.0741 0.5658 0.001
H 1.1272 1.4245 -2.3026 0.149
H -0.2430 -1.1316 -4.7363 0.012
H 2.0833 -3.3045 -0.7272 0.097
H 1.2157 2.6682 0.5738 0.127
H 3.8898 1.0610 -1.7300 0.189
H -2.4149 -2.0665 -2.8146 0.110
H -2.9928 -3.2163 -0.1317 0.170
H -2.7653 -1.1042 0.9217 -0.009
H -3.7287 1.8814 -1.3014 0.181
H 1.5637 4.5002 1.9643 0.047
H -1.4920 -0.5829 -0.4628 0.055
H 0.1626 4.8563 2.3066 0.002
H 3.9163 -0.8757 -1.3926 -0.054
H 0.5375 1.2459 2.3624 0.062
H -0.2882 -1.1342 4.2866 0.085


# 3
98
Properties=species:S:1:pos:R:3:lowdin_charge:R:1 method="wB97M-V/def2-TZVPD" total_charge=+1 fmax_ha_per_bohr=0.013 homo_ev="-9.3 / -9.4" total_energy_ha=-6344.77143 e_above_lowest_kcal_mol=8.7 multiplicity=3
Se -2.3256 -7.7394 -0.0304 1.170
V 0.1614 -0.3610 0.4344 0.599
S -0.1105 -1.0693 2.7940 0.726
P -1.3944 1.7169 1.2574 1.070
P 0.4868 -0.3430 -2.1791 1.105
N -0.7110 -6.9935 0.1338 -0.213
N 1.0448 1.4536 0.0195 -0.131
N 2.2018 -0.4577 1.8244 -0.045
N 0.9020 -2.4443 0.2229 0.012
N -3.1469 -6.1556 -0.1200 -0.213
N -1.6491 -1.5783 0.0861 0.012
C 1.7080 1.8384 -1.1270 -0.301
C 2.9434 3.4500 -2.4641 -0.066
C 1.5448 -5.1593 0.3126 0.037
C 2.4712 2.6178 1.6845 -0.054
C 2.7046 -1.8988 -2.9280 -0.105
C 2.1585 -2.8558 0.3220 -0.108
C -0.8282 0.2424 -3.3464 -0.519
C -1.4946 4.5544 0.6813 -0.082
C -3.8075 -3.3170 -0.1532 0.039
C 0.7871 -2.0734 -4.4987 -0.103
C -3.2549 2.9787 3.0833 -0.089
C -4.0005 -1.9529 -0.1275 -0.004
C -2.5056 -3.8107 -0.0569 -0.066
C 1.6836 0.9960 -2.2592 -0.325
C -2.0710 -0.6405 -3.2870 -0.105
C 2.3325 3.0939 -1.2788 -0.026
C 2.9501 2.5938 -3.5636 -0.084
C -2.2250 -5.2354 -0.0378 -0.340
C 2.2898 1.3868 -3.4539 -0.105
C -0.0648 -3.3748 0.1589 -0.160
C 1.2383 2.1440 1.2286 -0.342
C -1.1919 1.7059 -3.1487 -0.083
C -2.8692 1.6664 2.3864 -0.523
C 0.2169 -4.7457 0.1944 -0.067
C -1.7165 3.1512 0.1185 -0.520
C 2.3270 -1.0846 4.1253 -0.070
C -2.8910 -1.1238 -0.0042 -0.142
C 0.2659 2.7429 3.3703 -0.072
C 3.6870 -0.8685 4.1113 -0.051
C 4.3056 -0.4363 2.9366 -0.052
C 2.5264 -4.1977 0.3757 0.007
C -1.4438 -2.9055 0.0595 -0.145
C 1.6053 -0.8669 2.9463 -0.704
C 3.5176 -0.2395 1.8241 -0.162
C -3.0835 3.0291 -0.5546 -0.118
C 1.4994 3.1832 3.8193 -0.070
C 2.5909 3.1362 2.9632 -0.060
C -0.8755 -5.6988 0.1021 -0.338
C 1.1798 -1.8550 -3.0360 -0.508
C 0.1259 2.2469 2.0803 -0.338
C -2.8719 0.5060 3.3747 -0.152
H -2.9971 -0.0480 0.0249 0.069
H 1.7690 -6.2159 0.3477 0.127
H 3.0688 -2.8491 -3.3220 0.088
H -0.5893 2.7783 4.0294 0.093
H -2.4292 3.4227 3.6354 0.065
H -0.5377 4.6368 1.1959 0.075
H -0.3644 0.1519 -4.3346 0.099
H -1.5695 1.8811 -2.1438 0.033
H 3.4285 2.8811 -4.4889 0.104
H 1.1550 -1.2720 -5.1410 0.078
H -3.6174 3.7224 2.3791 0.056
H 0.7660 -2.6890 -2.4552 0.086
H 2.2274 0.7344 -4.3164 0.101
H -2.0708 0.5911 4.1075 0.056
H -1.8447 -1.7067 -3.2376 0.066
H 3.5576 3.4856 3.3012 0.111
H -4.0589 2.7847 3.7941 0.084
H 4.2709 -1.0293 5.0075 0.113
H 5.3684 -0.2502 2.8921 0.107
H 3.4106 4.4233 -2.5373 0.110
H -3.6657 1.4557 1.6574 0.089
H -3.8918 3.2128 0.1519 0.072
H 3.0660 -1.7989 -1.9096 0.055
H -1.9828 1.9776 -3.8502 0.097
H 2.9077 -2.0830 0.3643 0.096
H -4.6317 -4.0110 -0.2382 0.127
H 1.8097 -1.4086 5.0167 0.109
H -4.9852 -1.5146 -0.1959 0.122
H -3.2452 2.0437 -0.9999 0.053
H -3.8247 0.5009 3.9059 0.083
H -0.9294 2.9963 -0.6283 0.076
H 2.3203 3.8038 -0.4649 0.106
H -0.2849 -2.1655 -4.6537 0.064
H 3.3487 2.5420 1.0589 0.111
H 3.9405 0.1102 0.8873 0.123
H 3.5713 -4.4561 0.4611 0.122
H -3.1793 3.7658 -1.3532 0.092
H -1.4897 5.2666 -0.1458 0.087
H -2.6711 -0.3895 -2.4109 0.053
H 1.2501 -2.9980 -4.8464 0.087
H 3.1604 -1.1017 -3.5096 0.067
H -2.2778 4.8620 1.3699 0.062
H -2.6935 -0.4697 -4.1662 0.092
H -0.3427 2.3658 -3.3187 0.083
H -2.7554 -0.4579 2.8797 0.027
H 1.6092 3.5669 4.8242 0.107